# 1
Below is a molecular structure, C43H55AuBGeN8Si in a non-equilibrium geometry, with properties calculated with ωB97M-V with the def2-TZVPD basis set.

Computed properties:
total charge	0
lowest unoccupied orbital energy (spin up / spin down)	0.562 / -2.485	eV
multiplicity	4
E_tot	-126162.11200	eV
largest force on an atom	0.068	Eh/bohr
HOMO-LUMO gap (spin up / spin down)	8.545 / 6.189	eV
ΔE to the lowest compared entry with this formula, charge and spin	4.5	kcal/mol

Last column: Löwdin spin population.
Positions of all 110 atoms, in Å:
Au -4.92 -9.65 15.76  0.60
C -5.46 -13.98 17.26  0.00
C -5.72 -12.63 17.21  0.00
N -4.60 -11.92 17.00  0.03
N -3.66 -12.84 16.70  0.00
C -4.15 -14.06 16.86  0.00
B -2.25 -12.42 16.25  0.00
N -2.27 -11.38 15.07  0.01
C -1.20 -11.29 14.24  0.02
C -1.06 -9.95 13.85  0.00
C -2.06 -9.28 14.56  0.01
N -2.79 -10.15 15.27  0.13
N -1.41 -11.84 17.45  0.00
C -0.34 -11.08 17.37  0.00
C 0.18 -11.01 18.61  0.00
C -0.73 -11.73 19.46  0.00
N -1.72 -12.18 18.72  0.00
N -1.50 -13.66 15.69  0.00
C -0.39 -14.27 16.21  0.00
C 0.11 -15.17 15.25  0.00
C -0.76 -14.98 14.18  0.00
N -1.74 -14.14 14.42  0.00
H -6.02 -14.85 17.50  0.00
H -6.61 -12.10 17.43  0.00
H -3.45 -14.93 16.70  0.00
H -0.75 -12.17 13.89  0.00
H -0.37 -9.45 13.25  0.00
H -2.42 -8.26 14.58  0.00
H -0.01 -10.58 16.48  0.00
H 1.02 -10.40 18.93  0.00
H -0.74 -11.82 20.51  0.00
H -0.03 -14.09 17.17  0.00
H 0.95 -15.87 15.26  0.00
H -0.68 -15.48 13.20  0.00
C -5.23 -11.82 13.12  0.02
C -6.62 -11.14 13.16  0.06
C -7.26 -11.13 11.81  0.02
C -7.56 -11.96 14.07  0.00
Si -6.44 -9.32 13.78  0.30
C -8.03 -8.62 14.48  0.05
C -9.33 -9.01 13.68  0.02
C -8.10 -7.12 14.65  0.00
C -8.24 -9.23 15.85  0.04
C -5.49 -8.11 12.59  0.04
C -4.94 -6.91 13.41  0.01
C -6.42 -7.58 11.50  0.01
C -4.34 -8.74 11.85  0.00
H -5.26 -12.81 12.60  0.00
H -4.72 -12.03 14.05  0.01
H -4.59 -11.07 12.61  0.00
H -7.53 -12.11 11.38  0.01
H -6.63 -10.63 11.07  0.00
H -8.14 -10.52 11.87  0.00
H -7.71 -13.00 13.73  0.00
H -8.48 -11.49 14.29  0.00
H -6.99 -12.05 15.00  0.00
H -9.35 -8.31 12.86  0.00
H -10.17 -8.88 14.42  0.00
H -9.44 -10.04 13.44  0.00
H -8.15 -6.49 13.70  0.00
H -7.31 -6.71 15.28  0.00
H -8.95 -6.85 15.20  0.00
H -7.90 -10.24 15.86  0.01
H -9.30 -9.03 16.22  0.00
H -7.67 -8.70 16.59  0.01
H -5.68 -6.22 13.67  0.00
H -4.11 -6.41 12.77  0.00
H -4.40 -7.18 14.30  0.01
H -7.38 -7.23 11.93  0.00
H -6.70 -8.34 10.71  0.00
H -6.00 -6.76 10.92  0.00
H -3.54 -9.09 12.55  0.00
H -3.91 -7.93 11.27  0.00
H -4.61 -9.51 11.16  0.00
C -4.14 -8.56 17.49  1.21
Ge -5.13 -8.17 19.09  0.14
C -6.39 -6.77 18.59  0.02
C -7.57 -6.48 19.31  0.00
C -8.38 -5.48 18.85  0.00
C -8.08 -4.72 17.74  0.00
C -6.86 -4.95 17.09  0.00
C -6.06 -6.02 17.47  0.02
C -5.88 -9.87 19.68  0.01
C -7.24 -10.15 19.62  0.00
C -7.81 -11.32 19.99  0.00
C -6.97 -12.27 20.55  0.00
C -5.62 -12.04 20.72  0.00
C -5.04 -10.86 20.24  0.00
C -4.02 -7.41 20.50  0.03
C -4.66 -6.65 21.52  0.00
C -3.93 -6.33 22.61  0.00
C -2.59 -6.70 22.85  0.00
C -2.02 -7.49 21.86  0.00
C -2.71 -7.81 20.70  0.00
H -3.10 -8.30 17.27  0.07
H -7.73 -7.11 20.15  0.00
H -9.37 -5.46 19.28  0.00
H -8.81 -3.96 17.32  0.00
H -6.70 -4.29 16.20  0.00
H -5.25 -6.31 16.78  0.02
H -7.88 -9.45 19.01  0.00
H -8.87 -11.49 19.71  0.00
H -7.46 -13.21 20.73  0.00
H -4.97 -12.85 21.02  0.00
H -3.99 -10.64 20.29  0.00
H -5.68 -6.25 21.41  0.00
H -4.49 -5.64 23.25  0.00
H -2.09 -6.36 23.73  0.00
H -1.02 -7.96 22.00  0.00
H -2.29 -8.54 20.01  0.00

# 2
Below is 6 unconnected molecules or ions with the total composition C11H37N8O6 in a non-equilibrium geometry, with properties calculated with ωB97M-V with the def2-TZVPD basis set.

Computed properties:
total charge	+1
lowest unoccupied orbital energy	-1.909	eV
multiplicity	1
E_tot	-36209.07667	eV
largest force on an atom	0.049	Eh/bohr
HOMO-LUMO gap	8.994	eV
ΔE to the lowest compared entry with this formula, charge and spin	0.0	kcal/mol

Last column: Löwdin charge in e.
Positions of all 62 atoms, in Å:
O -0.33 -0.69 0.73  0.18
H 0.00 -0.68 1.68  0.09
H 0.43 -0.50 0.12  0.09
H -0.75 -1.54 0.46  0.08
C 0.40 3.27 1.97  -0.64
O 0.71 2.26 1.32  -0.02
N 1.28 4.28 2.26  0.17
N -0.70 3.30 2.71  0.17
H 1.06 5.15 2.71  0.11
H 2.15 4.20 1.76  0.11
H -0.90 4.10 3.29  0.11
H -1.47 2.67 2.59  0.11
C 2.96 -0.36 -0.48  -0.65
O 2.09 -1.21 -0.17  0.00
N 4.01 -0.68 -1.29  0.16
N 2.95 0.92 -0.11  0.18
H 4.89 -0.24 -1.09  0.10
H 3.97 -1.62 -1.66  0.11
H 3.81 1.39 -0.30  0.11
H 2.18 1.22 0.50  0.07
C 0.58 -1.35 4.30  -0.63
O 0.43 -1.42 3.08  0.01
N 1.68 -1.75 4.96  0.18
N -0.31 -0.69 5.09  0.17
H 2.50 -2.12 4.51  0.12
H 1.69 -1.52 5.93  0.11
H -1.10 -0.35 4.59  0.11
H -0.12 -0.51 6.05  0.11
C -0.52 -5.14 -0.76  -0.06
C -0.78 -3.63 -0.59  -0.40
C -1.79 -3.09 -1.65  -0.19
O -1.86 -1.69 -1.49  -0.18
C -2.48 -1.13 -2.63  -0.10
N -1.23 -3.38 0.79  0.05
H 0.11 -5.58 0.01  0.08
H 0.07 -5.29 -1.67  0.08
H -1.45 -5.71 -0.77  0.08
H 0.16 -3.10 -0.78  0.13
H -2.76 -3.60 -1.60  0.14
H -1.32 -3.28 -2.61  0.13
H -1.83 -1.05 -3.51  0.09
H -2.72 -0.08 -2.47  0.06
H -3.33 -1.67 -3.05  0.10
H -0.71 -4.04 1.36  0.08
H -2.22 -3.55 0.90  0.10
C 0.93 1.31 -2.78  -0.07
C 0.32 2.71 -2.79  -0.41
C -1.18 2.77 -2.58  -0.16
O -1.43 2.10 -1.31  -0.21
C -2.77 2.26 -0.90  -0.11
N 0.96 3.38 -1.65  0.03
H 0.76 0.74 -1.87  0.06
H 2.02 1.31 -2.89  0.07
H 0.52 0.67 -3.57  0.08
H 0.77 3.27 -3.61  0.14
H -1.67 2.22 -3.38  0.12
H -1.49 3.81 -2.62  0.13
H -2.84 2.11 0.17  0.08
H -3.44 1.61 -1.48  0.08
H -3.22 3.22 -1.15  0.09
H 0.41 2.92 -0.93  0.03
H 1.91 3.04 -1.63  0.05

# 3
Below is a molecular structure, C22H39MoN2O2P3 in a non-equilibrium geometry, with properties calculated with ωB97M-V with the def2-TZVPD basis set.

Computed properties:
total charge	+4
lowest unoccupied orbital energy (spin up / spin down)	-14.987 / -14.994	eV
multiplicity	3
E_tot	-60195.87684	eV
largest force on an atom	0.132	Eh/bohr
HOMO-LUMO gap (spin up / spin down)	1.894 / 1.883	eV

Last column: Löwdin spin population.
Positions of all 69 atoms, in Å:
P -0.91 -2.35 -4.63  0.00
C -2.24 -2.68 -3.36  0.00
H -2.48 -3.75 -3.33  0.00
H -3.08 -2.02 -3.62  0.00
H -1.85 -2.49 -2.36  0.00
C -0.94 -3.49 -6.07  0.00
H 0.02 -3.28 -6.59  0.00
H -1.79 -3.22 -6.69  0.00
H -1.01 -4.54 -5.78  0.00
C 0.37 -3.25 -3.65  0.00
H 0.57 -4.20 -4.15  0.00
H 0.01 -3.46 -2.63  0.00
H 1.29 -2.66 -3.61  0.00
P 1.77 -1.59 3.52  0.62
C 0.17 -1.87 4.28  0.09
H 0.38 -2.23 5.29  0.02
H -0.38 -2.59 3.67  0.00
H -0.43 -0.95 4.24  0.00
C 2.99 -2.69 4.24  0.09
H 3.96 -2.37 3.82  0.00
H 2.80 -3.71 3.89  0.00
H 2.85 -2.53 5.32  0.02
C 2.26 0.02 4.23  0.09
H 2.36 -0.18 5.30  0.02
H 1.53 0.81 4.01  0.00
H 3.20 0.36 3.80  0.00
P -1.07 3.94 0.40  0.00
C -2.84 4.11 0.32  0.00
H -3.00 4.99 -0.33  0.00
H -3.26 4.30 1.32  0.00
H -3.29 3.22 -0.13  0.00
C -0.38 5.45 1.03  0.00
H -1.00 6.28 0.67  0.00
H 0.64 5.57 0.66  0.00
H -0.40 5.45 2.13  0.00
C -0.44 3.47 -1.22  0.00
H -0.87 4.11 -2.02  0.00
H -0.66 2.42 -1.45  0.00
H 0.63 3.64 -1.23  0.00
Mo 1.89 0.02 -1.22  0.91
C 0.23 -1.57 0.02  0.05
O -0.69 -2.25 0.08  0.03
C -0.65 2.63 1.62  0.00
O -0.68 1.82 2.46  0.00
C 2.95 1.48 -0.14  0.00
C 2.56 2.00 -1.41  0.00
C 2.79 1.29 -2.60  0.00
C 3.50 0.08 -2.54  0.00
C 3.93 -0.42 -1.31  0.00
C 3.66 0.25 -0.10  0.01
H 2.62 1.97 0.76  0.01
H 1.93 2.85 -1.52  0.00
H 2.24 1.50 -3.51  0.00
H 3.54 -0.51 -3.44  0.00
H 4.45 -1.37 -1.37  0.01
H 3.99 -0.22 0.82  0.01
N -1.72 0.71 -2.14  0.00
C -2.72 0.48 -1.22  0.00
C -4.08 0.52 -1.62  0.00
C -5.05 0.11 -0.70  0.00
C -4.63 -0.18 0.61  0.00
C -3.28 0.02 0.94  0.00
N -2.33 0.32 0.05  0.00
H -0.81 0.29 -1.96  0.00
H -2.00 0.71 -3.12  0.00
H -4.29 0.88 -2.63  0.00
H -6.10 0.02 -1.00  0.00
H -5.30 -0.58 1.38  0.00
H -2.96 -0.09 1.98  0.00

# 4
Below is a molecular structure, C24H30Br12F2NO2Si in a non-equilibrium geometry, with properties calculated with ωB97M-V with the def2-TZVPD basis set.

Computed properties:
total charge	+1
lowest unoccupied orbital energy	-4.100	eV
multiplicity	1
E_tot	-884775.29322	eV
largest force on an atom	0.055	Eh/bohr
HOMO-LUMO gap	7.126	eV

Last column: Löwdin charge in e.
Positions of all 72 atoms, in Å:
C 0.65 -5.18 4.30  -0.05
C 0.67 -5.89 2.91  -0.13
N 0.67 -4.94 1.76  0.01
C 1.78 -4.94 1.02  0.01
C 1.94 -4.11 -0.03  0.06
C 0.89 -3.24 -0.32  0.00
C 1.17 -2.31 -1.48  -0.45
O 0.70 -2.57 -2.57  0.16
O 1.98 -1.25 -1.30  0.14
C -0.29 -3.25 0.41  0.02
C -1.39 -2.26 0.04  -0.45
F -1.54 -2.14 -1.29  0.12
F -2.63 -2.61 0.50  0.07
C -1.05 -0.87 0.69  -0.12
C -0.92 0.29 -0.32  -0.22
Si 0.18 1.70 0.40  0.62
C -0.75 3.34 0.26  -0.22
C 0.59 1.46 2.23  -0.17
C 1.82 1.78 -0.54  -0.26
C 3.03 1.39 0.00  -0.11
C 4.16 1.44 -0.78  -0.17
C 4.08 1.87 -2.08  -0.09
C 2.90 2.30 -2.63  -0.08
C 1.76 2.24 -1.84  -0.10
C -0.37 -4.13 1.48  -0.11
C -1.59 -4.17 2.37  0.04
H 0.77 -4.10 4.23  0.09
H -0.31 -5.38 4.77  0.08
H 1.40 -5.63 4.95  0.08
H 1.57 -6.50 2.87  0.12
H -0.21 -6.52 2.82  0.13
H 2.60 -5.61 1.27  0.15
H 2.85 -4.11 -0.62  0.15
H 2.55 -1.16 -2.07  0.15
H -1.86 -0.63 1.38  0.13
H -0.16 -1.00 1.33  0.10
H -0.45 0.01 -1.27  0.05
H -1.91 0.73 -0.45  0.08
H -0.11 4.17 0.56  0.05
H -1.14 3.45 -0.76  -0.03
H -1.60 3.32 0.97  -0.01
H 0.68 2.45 2.69  0.04
H 1.52 0.91 2.41  0.02
H -0.19 0.93 2.80  0.03
H 3.10 1.02 1.02  0.09
H 5.13 1.10 -0.38  -0.09
H 4.98 1.89 -2.70  0.11
H 2.80 2.65 -3.65  0.10
H 0.81 2.57 -2.25  0.09
H -1.60 -4.96 3.11  0.07
H -1.66 -3.21 2.88  0.12
H -2.46 -4.33 1.74  0.11
C -3.85 5.96 -0.77  -1.62
Br -3.04 7.61 -1.35  0.59
Br -3.47 4.51 -1.98  0.59
Br -3.35 5.52 1.04  0.62
H -4.92 6.11 -0.78  -0.11
C -2.17 2.49 -5.05  -1.64
Br -0.38 3.06 -5.46  0.58
Br -3.12 1.93 -6.63  0.60
Br -2.18 1.12 -3.69  0.58
H -2.70 3.34 -4.65  -0.07
C -8.34 5.88 -2.05  -1.62
Br -7.63 4.37 -1.08  0.57
Br -7.29 7.48 -1.76  0.60
Br -8.53 5.50 -3.93  0.59
H -9.33 6.07 -1.66  -0.03
C 7.05 -1.47 1.74  -1.61
Br 5.75 -2.65 2.55  0.53
Br 6.27 -0.44 0.30  0.73
Br 7.89 -0.34 3.05  0.61
H 7.82 -2.10 1.32  -0.03

# 5
Below is a single C4H10N2 molecule in a non-equilibrium geometry, with properties calculated with ωB97M-V with the def2-TZVPD basis set.

Computed properties:
total charge	0
lowest unoccupied orbital energy (spin up / spin down)	0.846 / 0.989	eV
multiplicity	1
E_tot	-7285.86719	eV
largest force on an atom	0.082	Eh/bohr
HOMO-LUMO gap (spin up / spin down)	8.032 / 8.625	eV
ΔE to the lowest compared entry with this formula, charge and spin	109.6	kcal/mol

Last column: Löwdin charge in e.
Positions of all 16 atoms, in Å:
C 0.26 -0.67 -1.35  0.07
C 0.22 -0.06 -0.01  -0.68
C 1.25 -0.86 0.91  -0.06
C 0.33 1.42 0.04  -0.09
N -1.10 -0.71 0.34  0.02
N -2.21 -0.06 0.13  0.02
H -0.19 -0.29 -2.22  0.04
H 0.89 -1.49 -1.38  0.02
H 1.02 -1.89 0.82  0.04
H 1.01 -0.69 2.04  0.11
H 2.33 -0.65 0.56  0.10
H -0.07 2.06 -0.74  0.06
H 1.44 1.65 -0.04  0.09
H 0.08 1.99 1.05  0.12
H -2.88 -0.67 -0.11  0.05
H -2.37 0.92 -0.02  0.10